# 1
Below is a molecular structure, C25H37N2STc at a distorted geometry, with properties calculated with wB97M-V/def2-TZVPD.

Results
LUMO energy (alpha / beta)	-0.12762 / -0.12572	Eh
maximum force	0.1341	hartree/bohr
orbital gap (alpha / beta)	6.7 / 6.8	eV
energy above the lowest of the compared OMol25 structures with the same formula, charge and spin	0.0	kcal per mole
energy	-42526.3745	eV
net charge	+1
spin multiplicity	4

Positions of all 66 atoms, in Å:
1 C 1.06066 -2.03769 0.55770
2 C 1.63947 -1.47050 -0.62810
3 C 0.74121 -1.63109 -1.69440
4 C -0.41544 -2.36327 -1.21398
5 C -0.12897 -2.76145 0.15634
6 Tc -0.80046 -0.84100 0.24832
7 C -3.86140 0.78811 -1.34452
8 C -3.35686 0.28431 -0.06687
9 H -3.19683 0.99600 0.82745
10 C -2.80300 -1.09605 0.08918
11 H -3.17563 -1.81250 -0.73072
12 H -3.09994 -1.58974 1.09643
13 C -3.57929 2.37720 -1.39544
14 H -2.88740 2.65306 -0.58847
15 H -2.92731 2.57890 -2.25906
16 H -4.48016 2.94665 -1.38137
17 C -2.98957 0.15719 -2.54598
18 H -1.96987 -0.02177 -2.24764
19 H -3.45978 -0.71029 -3.06983
20 H -2.80582 0.93247 -3.26063
21 C 3.02643 -0.95223 -0.70158
22 H 3.29909 -0.45120 0.23843
23 H 3.76927 -1.74701 -0.87085
24 H 3.12835 -0.21053 -1.49538
25 C 0.98183 -1.25334 -3.11036
26 H 1.49533 -0.28861 -3.17164
27 H 1.60324 -2.00660 -3.61051
28 H 0.04066 -1.17288 -3.66570
29 C -1.44241 -3.03251 -2.06219
30 H -1.69039 -2.42838 -2.93692
31 H -1.07298 -4.01265 -2.39259
32 H -2.35729 -3.20956 -1.49468
33 C -0.74980 -3.90454 0.86255
34 H -1.83464 -3.91066 0.73361
35 H -0.34853 -4.83666 0.44650
36 H -0.52813 -3.87773 1.92865
37 C 1.82158 -2.30714 1.81359
38 H 1.18812 -2.76126 2.57878
39 H 2.65429 -2.99902 1.62699
40 H 2.25064 -1.38711 2.21769
41 C 1.79024 1.95802 -1.45119
42 C 0.48518 2.42141 -2.00220
43 C 2.96777 2.30762 -1.93029
44 C 0.50732 2.48929 -3.38827
45 H -0.54510 2.53458 -1.79672
46 C 2.98119 2.68583 -3.30023
47 H 3.90878 2.29532 -1.38616
48 C 1.78205 2.60564 -4.05965
49 H -0.50672 2.63333 -3.87829
50 H 3.92096 3.03802 -3.71089
51 H 1.78165 2.76947 -5.14035
52 S -1.00336 -0.81050 2.49244
53 C -0.08888 0.40726 3.38885
54 N -0.36495 1.70262 3.20644
55 C 0.03789 2.72971 4.16661
56 C 1.37073 2.33632 4.77033
57 C 1.40256 0.91620 5.28820
58 N 0.70998 0.04628 4.33597
59 H -1.13324 1.90751 2.55748
60 H -0.72914 2.83586 4.94620
61 H 0.10909 3.67177 3.62934
62 H 1.60178 3.02052 5.59486
63 H 2.14947 2.46241 4.02385
64 H 0.91812 0.84352 6.27429
65 H 2.42910 0.56435 5.39323
66 H 0.77929 -1.00130 4.49336

***

# 2
Below is a molecular structure, C25H37N6O5PS2TeV at a distorted geometry, with properties calculated with wB97M-V/def2-TZVPD.

Results
LUMO energy (alpha / beta)	-0.09679 / -0.10342	Eh
maximum force	0.0216	hartree/bohr
orbital gap (alpha / beta)	6.9 / 6.8	eV
energy above the lowest of the compared OMol25 structures with the same formula, charge and spin	7.2	kcal per mole
energy	-109645.0431	eV
net charge	+1
spin multiplicity	3

Positions of all 78 atoms, in Å:
1 V 0.47256 0.23790 -0.78661
2 C 1.38380 2.97784 -2.13229
3 C 2.73624 2.44594 -1.70664
4 N 2.49305 1.57976 -0.54861
5 C 3.55411 0.59558 -0.29437
6 C 3.35727 -0.58124 -1.20622
7 C 4.40821 -1.32760 -1.70072
8 C 4.13958 -2.36501 -2.57792
9 C 2.83097 -2.59417 -2.96747
10 C 1.82997 -1.81675 -2.42776
11 C 0.38887 -1.99534 -2.78629
12 N -0.33336 -0.70943 -2.67394
13 C -0.33365 0.13173 -3.88641
14 C 0.70354 1.22310 -3.72502
15 N 0.50165 1.82259 -2.38935
16 N 2.08194 -0.84487 -1.53177
17 H 1.46389 3.62036 -3.01070
18 H 0.94649 3.55995 -1.31976
19 H 3.42560 3.26146 -1.48158
20 H 3.18139 1.84960 -2.50463
21 H 2.38490 2.15104 0.28299
22 H 3.48584 0.26837 0.74087
23 H 4.55354 1.01268 -0.43274
24 H 5.42056 -1.08255 -1.40804
25 H 4.94502 -2.96805 -2.97772
26 H 2.58330 -3.36652 -3.68271
27 H -0.03947 -2.69262 -2.06396
28 H 0.28949 -2.43264 -3.78075
29 H -1.28411 -0.93000 -2.39905
30 H -1.32092 0.58328 -3.98461
31 H -0.14450 -0.45493 -4.78599
32 H 0.61200 1.97052 -4.51576
33 H 1.70751 0.80105 -3.77502
34 H -0.46427 2.13575 -2.32680
35 O 2.71432 1.17618 2.85435
36 C 1.92905 2.21616 3.25178
37 C 2.45009 3.06242 4.22432
38 C 1.69228 4.11438 4.69573
39 C 0.40376 4.33461 4.21156
40 C -0.10417 3.51198 3.22886
41 C 0.65285 2.45220 2.71487
42 C 0.14460 1.64174 1.57843
43 O 0.84245 0.62027 1.12924
44 N -0.92319 2.09233 0.99531
45 N -1.25955 1.37500 -0.17315
46 C -2.51608 1.11904 -0.22405
47 S -3.26791 0.40656 -1.63093
48 C -4.96684 0.71056 -1.07162
49 C -4.95803 0.54265 0.43263
50 S -3.57851 1.51613 1.10001
51 H 2.16844 0.60771 2.27841
52 H 3.44278 2.86200 4.60643
53 H 2.10237 4.76541 5.45770
54 H -0.19488 5.14646 4.60250
55 H -1.09682 3.67156 2.83093
56 H -5.61185 -0.01308 -1.56762
57 H -5.25147 1.71863 -1.36636
58 H -4.79674 -0.49886 0.71082
59 H -5.88062 0.90470 0.88396
60 C -2.20914 -1.86695 4.11307
61 C -0.82390 -2.04450 3.53301
62 O -0.73941 -1.41234 2.23301
63 P -0.80697 -2.26429 0.89735
64 O -0.72585 -1.22360 -0.23475
65 Te 0.78888 -3.96935 0.70936
66 O -2.32821 -2.74861 0.88733
67 C -2.75490 -4.10428 0.64149
68 C -3.09184 -4.29103 -0.81961
69 H -2.26747 -2.37210 5.07875
70 H -2.96349 -2.29073 3.44948
71 H -2.43169 -0.80887 4.26002
72 H -0.54620 -3.09586 3.45111
73 H -0.07547 -1.54939 4.14829
74 H -3.62451 -4.26469 1.27520
75 H -1.96925 -4.79386 0.94774
76 H -3.79865 -3.52648 -1.15077
77 H -3.54197 -5.27233 -0.97818
78 H -2.18733 -4.22429 -1.42866

***

# 3
Below is a molecular structure, C25H37N9PbS2Se, with properties calculated with wB97M-V/def2-TZVPD.

Results
LUMO energy (alpha / beta)	-0.49347 / -0.52395	Eh
maximum force	0.0111	hartree/bohr
orbital gap (alpha / beta)	4.7 / 3.9	eV
energy above the lowest of the compared OMol25 structures with the same formula, charge and spin	5.5	kcal per mole
energy	-132162.7003	eV
net charge	+4
spin multiplicity	1

Positions of all 75 atoms, in Å:
1 Pb -0.38090 0.09850 -1.53321
2 C 6.03317 -3.88963 1.09393
3 C 5.35711 -3.60829 -0.23661
4 N 3.99716 -3.02425 -0.06361
5 C 2.82669 -3.58222 -0.27199
6 S 1.35780 -2.60467 -0.19006
7 N 2.58704 -4.86360 -0.50234
8 C 3.36086 -6.07389 -0.09256
9 C 3.70522 -6.94102 -1.29074
10 H 7.01567 -4.32189 0.90722
11 H 5.46549 -4.58695 1.70978
12 H 6.17992 -2.97133 1.66253
13 H 5.27170 -4.49185 -0.86228
14 H 5.92180 -2.87133 -0.80551
15 H 3.97213 -2.07701 0.28602
16 H 1.66883 -5.06800 -0.87637
17 H 2.71283 -6.61139 0.59979
18 H 4.23732 -5.76626 0.46309
19 H 2.80758 -7.22627 -1.84019
20 H 4.17869 -7.85551 -0.93637
21 H 4.38872 -6.44049 -1.97660
22 C -0.10227 1.04748 4.09573
23 C -0.34949 -0.23572 3.33336
24 N -0.60913 0.09515 1.92074
25 C -0.94004 1.31215 1.44252
26 N -0.97436 1.48923 0.10236
27 C -1.47413 2.78601 -0.39326
28 C -1.02132 3.91747 0.50696
29 C -1.54887 3.64981 1.89602
30 N -1.23446 2.27519 2.30886
31 C -1.23267 1.99772 3.75997
32 H 0.85129 1.49046 3.79975
33 H -0.06849 0.85687 5.16671
34 H -1.21442 -0.76077 3.74033
35 H 0.50788 -0.90562 3.37633
36 H -0.43962 -0.62984 1.24755
37 H -2.56808 2.76983 -0.45069
38 H -1.10441 2.93815 -1.41028
39 H -1.39370 4.87725 0.15037
40 H 0.07160 3.95815 0.52657
41 H -2.63065 3.79826 1.93401
42 H -1.10305 4.32815 2.62097
43 H -2.19291 1.56276 4.04106
44 H -1.13122 2.94780 4.27828
45 Se -0.99573 1.76406 -5.12369
46 N -0.11698 1.98852 -3.55148
47 C 0.72600 2.98459 -3.74015
48 C 1.64019 3.52802 -2.75487
49 C 2.46590 4.60507 -3.08963
50 C 2.44538 5.16558 -4.35740
51 C 1.55942 4.67674 -5.35922
52 C 0.71169 3.58099 -5.04859
53 N -0.13801 3.06203 -5.91976
54 H 1.68853 3.09565 -1.76266
55 H 3.14251 5.00783 -2.34658
56 H 3.10823 5.98882 -4.59531
57 H 1.51014 5.13310 -6.34258
58 N -4.71780 0.72760 -2.83338
59 C -4.11100 0.24124 -1.74949
60 S -2.77174 -0.85134 -2.03719
61 N -4.57028 0.58500 -0.56562
62 C -4.33354 0.06689 0.76342
63 C -4.64304 0.93652 1.79916
64 C -4.56357 0.49483 3.11110
65 C -4.17941 -0.81214 3.37931
66 C -3.87106 -1.66803 2.33139
67 C -3.95472 -1.23957 1.01082
68 H -4.43676 0.39327 -3.74054
69 H -5.60108 1.21724 -2.78000
70 H -5.33249 1.25511 -0.57929
71 H -4.97966 1.94639 1.58695
72 H -4.82884 1.16521 3.91825
73 H -4.17372 -1.17677 4.39833
74 H -3.62650 -2.70285 2.53352
75 H -3.81438 -1.94820 0.20708